1.
Formula: C21H36Cl6F2O18
Source: the OMol25 dataset
Level of theory: the ωB97M-V functional and the def2-TZVPD basis

Structure (XYZ):
```
83
Properties=species:S:1:pos:R:3:forces:R:3:mulliken_charge:R:1
C -21.494 12.063 -5.700 -1.07 -4.82 0.98 -0.5947
O -22.296 11.679 -6.841 0.29 0.28 0.85 -0.3500
C -21.880 10.712 -7.681 4.89 -0.24 3.94 0.6154
O -20.765 10.147 -7.683 -2.85 0.69 0.45 -0.6413
O -22.758 10.685 -8.567 -3.07 -2.11 -3.50 -0.3497
C -22.562 9.912 -9.763 -0.65 -0.03 -1.63 -0.5945
H -21.560 11.283 -4.941 -0.58 -0.59 -0.51 0.3551
H -21.781 12.990 -5.204 -2.36 -3.37 -0.25 0.8261
H -20.429 12.035 -5.930 -0.80 -0.03 -0.30 -0.0259
H -22.181 8.892 -9.816 0.07 -0.05 1.56 0.3184
H -21.907 10.418 -10.472 -0.01 0.57 0.19 0.2414
H -23.557 9.868 -10.205 0.11 0.16 0.02 0.3118
C -21.393 16.167 -4.072 -3.92 1.02 3.18 -0.5254
O -21.590 14.888 -3.423 0.81 -0.95 0.96 -0.0328
C -21.769 14.780 -2.091 -0.93 -2.20 0.18 0.6703
O -22.055 15.622 -1.309 0.20 0.90 0.32 -0.5570
O -21.682 13.421 -1.775 -3.82 0.77 -0.53 -0.2306
C -22.096 12.913 -0.472 0.83 2.63 0.80 -0.8922
H -20.372 16.537 -3.976 -2.74 1.26 2.50 -0.0229
H -22.148 16.802 -3.610 -0.16 0.38 -0.47 0.5731
H -21.503 15.873 -5.116 -2.35 1.41 1.24 0.1325
H -22.377 11.867 -0.350 0.10 0.11 -1.17 0.2957
H -22.848 13.576 -0.044 -0.40 -0.21 -0.30 0.3198
H -21.241 13.129 0.168 0.19 -0.47 0.21 0.3402
C -15.820 13.843 -6.965 1.30 -4.66 -0.45 0.0952
O -15.136 12.759 -7.738 0.37 -0.06 -0.55 -0.1406
C -13.837 12.490 -7.393 -0.53 0.28 1.45 0.6947
O -13.270 12.869 -6.376 -0.66 -0.45 -1.78 -0.5534
O -13.324 11.670 -8.318 -1.36 0.04 -1.62 -0.3479
C -12.017 11.141 -8.229 0.88 0.74 2.12 -0.6688
H -16.878 14.019 -7.160 1.58 -1.62 -0.65 -1.1694
H -15.271 14.775 -7.104 0.13 -1.83 -0.39 0.3592
H -15.735 13.629 -5.899 -1.49 -3.26 -2.48 0.5619
H -11.679 10.431 -8.984 -1.13 0.13 -0.32 0.2419
H -11.987 10.680 -7.242 0.54 -0.26 -0.05 0.3017
H -11.301 11.963 -8.226 0.08 0.04 0.03 0.2865
C -18.987 14.964 -9.043 0.69 3.70 1.93 -0.8318
O -17.788 14.880 -9.768 -0.66 -1.22 -2.24 -0.4519
C -16.542 15.146 -9.362 -1.69 -1.82 1.74 0.6074
O -16.341 15.437 -8.195 -0.24 4.37 -4.85 -0.6055
O -15.754 14.626 -10.310 -1.53 1.30 -0.47 -0.3766
C -14.401 14.617 -10.102 3.22 -0.19 0.86 -0.6239
H -19.865 15.165 -9.655 1.57 0.93 -0.10 0.8885
H -18.869 15.824 -8.384 -0.05 0.68 0.04 1.1472
H -19.308 14.216 -8.317 1.80 0.32 -1.54 -0.7197
H -14.088 13.620 -9.790 -0.19 0.15 0.68 0.1797
H -14.070 15.417 -9.441 -0.20 -0.31 0.60 0.3419
H -13.713 14.761 -10.934 -1.11 0.34 -1.09 0.3471
C -19.332 11.790 -9.702 -1.68 0.51 0.28 0.0966
C -20.465 12.476 -8.910 -0.53 -3.71 -3.41 0.3758
O -20.782 13.607 -9.579 -2.07 0.30 -2.77 -0.5191
C -20.277 13.559 -10.857 0.39 0.47 -2.01 0.6395
O -20.362 14.467 -11.679 0.11 -3.44 2.63 -0.5331
O -19.641 12.308 -10.989 0.10 2.00 -1.08 -0.4551
F -19.970 12.785 -7.767 -0.31 -0.23 3.18 -1.5240
H -19.402 10.702 -9.694 0.07 0.25 -0.08 0.5430
H -18.419 12.152 -9.229 0.50 -0.04 -0.71 -0.0294
H -21.362 11.856 -8.903 0.87 1.27 0.03 0.6597
C -18.720 14.089 -6.251 -0.53 0.59 1.17 -2.1897
C -20.054 14.800 -6.147 1.18 0.41 -2.98 1.7091
O -19.832 15.842 -5.236 4.41 -1.86 -6.57 -0.3074
C -18.851 15.508 -4.494 4.97 -0.30 2.19 0.6480
O -18.468 16.200 -3.544 -2.82 -4.69 -2.87 -0.9984
O -18.178 14.389 -4.984 -0.46 1.50 1.97 0.0540
F -21.023 14.024 -5.683 1.25 5.16 -0.97 -0.4050
H -18.111 14.597 -6.999 -0.74 -0.15 0.35 0.8639
H -18.815 13.010 -6.375 0.67 0.53 0.42 0.4060
H -20.427 15.091 -7.129 0.18 1.07 0.38 0.8753
C -18.132 18.527 -2.797 0.40 0.08 0.31 0.5087
Cl -18.801 19.150 -4.386 0.36 -0.31 1.14 -0.2166
Cl -16.414 18.899 -2.552 -1.60 1.98 0.21 -0.1669
H -18.741 18.806 -1.937 0.06 0.75 -0.39 0.3680
H -18.143 17.438 -2.848 0.02 2.11 0.35 -0.3205
C -15.925 15.570 -3.833 2.81 -0.25 1.13 0.8957
Cl -14.814 16.758 -3.009 0.59 -1.59 -0.37 -0.2737
Cl -14.995 14.813 -5.188 1.71 6.32 7.89 -0.1643
H -16.021 14.778 -3.091 -0.23 0.05 -0.17 0.2890
H -16.910 15.994 -4.027 1.91 0.11 -0.56 -0.6400
C -20.101 12.416 -3.570 0.76 -1.78 0.25 0.8390
Cl -19.461 13.033 -2.098 3.86 -0.06 -0.05 -0.2095
Cl -19.088 11.044 -4.172 0.76 -0.06 0.14 -0.1437
H -21.006 11.862 -3.317 -0.03 1.02 -0.19 0.6805
H -20.120 13.120 -4.402 -0.02 -0.45 1.54 -1.1014
```
Positions in Å, forces in eV/Å.

Results
- E_LUMO (eV) = 0.22
- total charge = 0
- F_max (eV/Å) = 10.3
- E_tot (eV) = -139764.0183

---

2.
Formula: C6H10S
Source: the OMol25 dataset
Level of theory: the ωB97M-V functional and the def2-TZVPD basis

Structure (XYZ):
```
17
Properties=species:S:1:pos:R:3:forces:R:3:mulliken_spin:R:1
C -2.257 1.424 -0.601 -1.98 1.48 0.03 -0.0656
C -1.244 0.942 -0.213 4.95 -1.71 1.27 0.2833
C 0.017 -1.566 -1.416 1.14 -0.29 0.66 0.0134
C 0.638 0.689 1.740 -1.26 -1.39 -1.12 0.0955
C 0.337 -1.248 0.021 3.39 0.85 1.33 -0.1128
C 0.514 0.261 0.292 -4.06 -1.91 -0.25 0.2810
S 1.548 1.102 -0.947 1.07 -0.97 -1.14 1.3819
H -3.120 2.052 -0.552 -0.15 -0.29 -0.53 -0.0029
H 0.855 -2.006 -1.913 0.32 -0.42 -0.55 -0.0073
H -0.842 -2.169 -1.443 -0.93 -1.30 -0.17 0.0159
H -0.283 -0.704 -1.931 -0.16 1.35 -0.79 -0.0046
H 1.582 0.502 2.196 0.71 -0.26 0.22 -0.0103
H 0.451 1.710 1.610 -0.21 2.03 0.84 -0.0401
H -0.202 0.188 2.258 0.61 0.46 0.06 0.0046
H -0.407 -1.688 0.621 -1.00 0.01 1.15 -0.0014
H 1.346 -1.655 0.534 -1.89 0.26 -1.72 -0.0010
H 1.066 2.166 -0.256 -0.56 2.09 0.73 0.1704
```
Positions in Å, forces in eV/Å.

Results
- E_LUMO (spin up / spin down) (eV) = 0.79 / -2.96
- multiplicity = 3
- total charge = 0
- F_max (eV/Å) = 5.4
- E_tot (eV) = -17210.3717

---

3.
Formula: C2H5O2PS2
Source: the OMol25 dataset
Level of theory: the ωB97M-V functional and the def2-TZVPD basis

Structure (XYZ):
```
12
Properties=species:S:1:pos:R:3:forces:R:3:nbo_charge:R:1
C -0.818 -0.022 -0.055 -0.17 1.15 0.28 -0.6718
C -0.820 0.544 -1.293 0.57 0.53 -0.22 0.2794
O 1.944 1.294 0.644 -0.17 0.99 -0.12 -1.0345
O -1.141 -0.108 -2.405 0.16 0.46 -0.98 -0.6547
P 1.478 -0.071 0.794 0.43 -1.70 -0.42 1.5030
S 1.996 -1.628 -0.228 -0.10 0.50 0.70 -0.5027
S 0.869 -0.505 2.764 -0.03 -0.37 -0.26 -0.2697
H -0.804 0.485 0.931 -0.22 0.20 -1.29 0.2528
H -1.130 -1.044 0.019 -0.12 -0.45 -0.03 0.2313
H -0.478 1.538 -1.709 -0.49 -0.74 1.69 0.2193
H -1.187 -1.058 -2.409 -0.13 -0.74 0.73 0.4985
H 0.092 0.576 2.946 0.27 0.17 -0.08 0.1489
```
Positions in Å, forces in eV/Å.

Results
- E_LUMO (eV) = -0.80
- total charge = 0
- F_max (eV/Å) = 1.9
- E_tot (eV) = -37208.8833

---

4.
Formula: C44H47BaN6O2PS4SeSi
Source: the OMol25 dataset
Level of theory: the ωB97M-V functional and the def2-TZVPD basis

Structure (XYZ):
```
107
Properties=species:S:1:pos:R:3:forces:R:3:mulliken_charge:R:1
Ba 17.491 -7.953 15.758 0.28 -0.39 0.11 1.5371
O 19.341 -3.738 16.100 -0.54 -1.08 0.39 -0.8838
C 18.619 -4.731 16.424 2.28 -0.13 0.42 0.0088
N 19.029 -5.989 16.702 -1.25 1.12 -0.20 -0.0743
C 20.400 -6.184 17.052 0.07 1.04 0.77 -1.1823
C 20.780 -7.614 17.236 0.69 -3.45 -0.67 0.6786
C 21.900 -7.966 18.044 -1.41 -0.03 -0.62 -0.9420
C 22.245 -9.297 18.186 -1.54 -1.50 -1.50 -0.6691
C 21.564 -10.362 17.513 0.71 1.67 0.76 -0.5837
C 20.557 -9.915 16.671 -1.44 -1.63 0.61 -0.3561
N 20.107 -8.665 16.590 1.45 2.64 0.28 0.5486
C 17.165 -4.444 16.644 -0.70 1.57 -1.43 0.0887
C 16.733 -3.094 16.619 -0.76 -0.85 0.71 -0.4836
C 15.376 -2.814 16.800 1.30 -1.77 -0.38 -0.3809
C 14.464 -3.874 16.817 1.19 -0.08 0.46 -0.8686
C 14.984 -5.167 16.839 -0.75 -0.19 -0.52 -0.3855
N 16.286 -5.416 16.696 -0.40 -1.29 0.79 0.5575
H 20.593 -5.738 18.078 -0.14 -0.07 -0.95 0.3655
H 21.093 -5.647 16.363 -0.03 -0.45 0.26 0.3975
H 22.347 -7.207 18.663 0.34 0.18 -0.04 0.4309
H 23.009 -9.650 18.793 1.50 0.05 1.44 0.4388
H 21.759 -11.440 17.767 -0.15 1.35 -0.67 0.4017
H 19.904 -10.686 16.194 0.53 0.83 0.00 0.2218
H 17.440 -2.306 16.505 0.50 0.27 0.08 0.5027
H 15.114 -1.813 16.972 -0.72 1.24 -0.20 0.4619
H 13.422 -3.675 16.836 -0.80 -0.07 0.26 0.4210
H 14.307 -6.056 16.923 0.71 0.90 -0.21 0.3663
S 15.082 -6.936 13.772 1.08 1.50 0.07 -0.3027
C 14.747 -8.484 14.176 -0.98 -3.57 0.33 0.0154
N 15.222 -9.400 15.088 -0.39 4.04 -0.94 -0.1117
C 14.492 -10.518 15.139 -0.53 -2.02 -0.85 -0.8746
C 14.683 -11.604 16.031 -1.16 0.77 -1.69 -0.0966
C 14.003 -12.774 15.784 -0.67 -0.93 0.56 -0.7041
C 13.066 -12.916 14.734 0.19 0.33 0.25 -0.6336
C 12.789 -11.805 13.938 -0.67 -0.42 -0.73 -0.3650
C 13.537 -10.662 14.101 -0.14 0.15 0.37 0.8500
S 13.417 -9.230 13.120 1.04 -0.10 1.35 -0.3336
H 15.271 -11.486 16.889 1.08 0.06 0.93 0.5563
H 14.129 -13.593 16.525 -0.04 0.46 -0.80 0.3006
H 12.565 -13.869 14.568 0.01 0.25 0.13 0.3456
H 12.002 -11.741 13.145 0.73 -0.66 0.75 0.2588
C 21.187 -13.035 14.571 0.17 -0.52 -0.08 -1.0908
Si 19.967 -12.287 13.402 -1.45 -0.14 -0.85 0.3450
C 19.474 -13.750 12.208 -0.03 0.90 0.96 -1.1187
C 21.001 -11.086 12.415 -0.35 -1.06 -1.48 -1.0237
Se 18.096 -11.421 14.272 0.33 0.13 -0.10 -0.5680
H 22.008 -13.555 14.073 0.11 0.19 -0.14 0.3962
H 20.696 -13.764 15.178 -0.46 -0.62 0.59 0.2895
H 21.566 -12.286 15.231 0.49 0.58 0.47 0.2104
H 18.774 -14.406 12.722 -0.20 0.07 0.12 0.2557
H 20.389 -14.314 12.117 0.38 -0.32 -0.78 0.3177
H 19.002 -13.412 11.275 0.44 -0.17 0.12 0.2517
H 21.207 -10.187 12.872 -0.27 2.36 1.48 0.3752
H 20.541 -10.838 11.442 0.30 -0.21 0.22 0.0345
H 22.025 -11.409 12.298 0.39 -0.84 -0.62 0.4752
C 15.885 -8.906 9.308 -0.18 0.66 0.66 -1.2221
C 16.904 -7.757 9.304 0.08 -0.30 -0.58 -0.4249
N 18.221 -8.297 8.880 0.50 0.22 2.48 0.4518
C 18.237 -8.894 7.594 2.16 0.97 -1.35 -0.8041
C 18.756 -10.306 7.508 0.31 -1.41 1.05 -1.1751
C 19.467 -7.961 9.424 -0.53 1.43 -2.23 0.2995
O 20.499 -8.054 8.729 -1.26 -0.42 1.12 -0.6946
C 19.495 -7.226 10.723 0.66 -2.31 1.99 0.2574
C 20.534 -6.301 10.965 -1.28 0.12 -1.55 -0.5908
C 20.734 -5.766 12.205 -0.81 -0.96 0.91 -1.2618
C 19.922 -6.293 13.286 0.90 1.26 -1.57 -0.1100
N 19.029 -7.249 13.101 0.62 -0.48 -0.31 0.8100
C 18.910 -7.815 11.855 0.38 2.55 0.87 -0.9585
H 14.993 -8.634 9.862 -0.20 0.26 0.03 0.3904
H 16.259 -9.784 9.815 0.37 -0.25 0.08 0.2894
H 15.580 -9.164 8.309 -0.12 -0.21 -0.41 0.4302
H 16.975 -7.275 10.280 0.05 -0.16 -0.21 0.4319
H 16.570 -6.980 8.551 0.41 -0.60 0.71 0.1944
H 18.855 -8.136 7.040 -0.46 -1.14 -0.53 0.3904
H 17.269 -8.966 7.222 -1.74 0.66 -0.74 0.4796
H 19.613 -10.393 8.177 0.01 -0.21 -0.06 0.2941
H 19.089 -10.683 6.534 -0.21 0.59 -0.05 0.3626
H 17.976 -11.034 7.864 0.63 0.69 -0.17 0.2848
H 20.986 -6.023 10.012 0.63 0.36 0.63 0.4240
H 21.476 -4.998 12.361 0.00 0.00 0.26 0.4345
H 20.043 -5.805 14.256 -0.37 -0.42 0.00 0.3590
H 18.284 -8.663 11.891 -0.69 -0.97 -0.51 0.8205
S 17.093 -6.270 21.276 -0.60 0.63 -0.66 -0.6120
P 16.925 -8.103 20.532 0.99 1.19 0.38 1.2465
S 18.129 -8.729 19.069 -0.54 0.03 -0.31 -0.2626
C 15.198 -8.617 20.333 -0.92 -0.79 -1.03 -1.1447
C 14.845 -9.337 19.208 -0.32 0.25 -0.13 1.0197
C 13.496 -9.637 18.921 1.87 -0.35 -2.07 -0.4608
C 12.539 -9.455 19.830 -2.44 0.78 1.61 -0.2818
C 12.889 -8.872 21.065 -0.15 0.28 -0.28 -0.7078
C 14.163 -8.397 21.253 1.13 -0.21 0.90 -0.1510
C 17.446 -9.040 21.951 0.58 -0.31 -0.36 -0.0704
C 18.503 -8.616 22.762 -0.79 2.82 -1.67 -0.4593
C 18.894 -9.381 23.773 1.23 -1.79 1.60 -0.5329
C 18.321 -10.650 23.967 -0.51 0.95 -0.46 -0.3368
C 17.274 -11.082 23.192 -0.06 0.08 -0.69 -0.8417
C 16.901 -10.266 22.098 -0.79 -2.11 0.64 -0.1079
H 15.624 -9.671 18.546 0.15 0.19 -0.46 -0.0203
H 13.266 -9.928 17.894 0.00 -0.41 0.38 0.2873
H 11.464 -9.657 19.601 1.06 0.05 0.22 0.3183
H 12.150 -8.685 21.833 -0.09 -0.16 0.02 0.3435
H 14.510 -8.007 22.203 -0.50 0.47 0.10 0.3588
H 18.892 -7.588 22.531 -0.22 -1.18 0.46 0.1882
H 19.714 -9.102 24.433 -0.07 0.11 -0.15 0.3372
H 18.735 -11.251 24.711 0.36 -1.00 1.32 0.4380
H 16.767 -12.031 23.387 0.33 0.21 -0.19 0.3384
H 16.221 -10.660 21.323 0.13 0.28 0.71 0.2795
```
Positions in Å, forces in eV/Å.

Results
- E_LUMO (eV) = 3.89
- total charge = -2
- F_max (eV/Å) = 4.2
- E_tot (eV) = -185981.5960